Computed, not measured: a structure of composition C18H32N4O4RhTe, with ωB97M-V/def2-TZVPD.

Element x y z (Å)
Rh  0.561  -0.134  -0.718
N  1.722  -3.305  0.075
C  2.743  -2.890  1.118
C  2.073  -2.322  2.369
C  1.855  -0.808  2.421
N  0.674  -0.364  1.637
C  3.096  -0.044  1.975
C  3.640  -0.476  0.620
N  2.803  0.043  -0.501
C  3.843  -1.990  0.553
H  1.152  -4.073  0.436
H  2.179  -3.637  -0.777
H  1.055  -2.581  -0.232
H  3.206  -3.841  1.381
H  2.736  -2.564  3.202
H  1.141  -2.855  2.583
H  1.675  -0.567  3.472
H  0.456  0.584  1.930
H  -0.140  -0.917  1.892
H  3.881  -0.202  2.718
H  2.898  1.032  1.978
H  4.632  -0.034  0.503
H  3.137  -0.367  -1.370
H  2.990  1.042  -0.582
H  4.723  -2.197  1.166
H  4.123  -2.305  -0.457
C  -2.713  -3.068  0.217
C  -1.919  -1.813  0.015
O  -2.464  -0.716  0.311
O  -0.723  -1.906  -0.416
H  -3.756  -2.895  -0.036
H  -2.677  -3.336  1.275
H  -2.307  -3.889  -0.369
N  0.194  -0.804  -5.548
C  0.885  -1.774  -4.629
C  0.888  -1.201  -3.216
O  1.502  -1.823  -2.330
O  0.255  -0.128  -3.022
H  0.846  -0.339  -6.183
H  -0.236  -0.085  -4.943
H  -0.529  -1.245  -6.119
H  1.898  -1.951  -4.980
H  0.346  -2.718  -4.639
C  -2.259  1.977  1.624
Te  -1.823  1.389  -0.385
C  -1.574  3.738  -0.440
C  -2.671  4.115  0.389
C  -3.479  5.248  0.103
C  -4.464  5.615  0.978
C  -4.714  4.831  2.117
C  -3.991  3.656  2.369
C  -2.985  3.286  1.515
H  -1.328  2.071  2.186
H  -2.871  1.197  2.071
H  -1.492  4.218  -1.408
H  -0.610  3.621  0.063
H  -3.266  5.840  -0.778
H  -5.054  6.504  0.800
H  -5.505  5.120  2.797
H  -4.256  3.037  3.216

Output
Gap between HOMO and LUMO (alpha / beta) ... 0.3253 / 0.2199 hartree
Expectation value of S² ... 6.030
Total charge ... +3
M ... 599.0 g/mol
Multiplicity ... 5
ΔE to the lowest compared entry with this formula, charge and spin ... 0.5090 eV
E_HOMO (alpha / beta) ... -16.2226 / -16.7421 eV

Results of the Mulliken charge analysis, in e, for atoms 1 through 2: Rh 0.607; N 0.155